C25H33MnN3O3 as an isolated structure at a distorted geometry. Source: the OMol25 dataset; level of theory: the ωB97M-V functional and the def2-TZVPD basis.

- E_tot: -2513.3253 Eh
- Spin multiplicity: 5
- Charge: +1
- HOMO level (spin up / spin down): -11.195 / -11.359 eV
- ΔE to the lowest compared entry with this formula, charge and spin: 0.655 eV
- Orbital gap (spin up / spin down): 7.197 / 7.622 eV
- LUMO level (spin up / spin down): -4.00 / -3.74 eV

```
65
Properties=species:S:1:pos:R:3:forces:R:3
Mn -0.312 -0.557 0.842 -0.0389 0.7330 0.0966
C -2.947 1.256 -1.366 0.0695 -0.0595 0.1206
C -2.651 0.100 -2.268 0.4501 -0.0262 0.0179
C -3.615 -0.467 -3.083 -0.0435 -0.0102 -0.0563
C -3.311 -1.529 -3.920 0.0006 -0.0330 0.0538
C -2.036 -2.063 -3.915 -0.0639 0.1208 -0.0397
C -1.034 -1.518 -3.124 0.0282 0.1838 0.3140
C 0.317 -2.167 -3.098 0.1234 0.0685 -0.0132
C -1.343 -0.409 -2.318 -0.8626 -0.5009 -1.0218
N -0.388 0.162 -1.479 1.1197 0.4988 0.6901
C 0.663 0.759 -1.912 -1.6394 -0.6993 -0.5572
C 0.935 1.064 -3.348 -0.1058 -0.0629 0.0095
C 1.607 1.211 -0.891 0.5446 -0.1112 1.5820
C 2.752 2.071 -1.305 0.0845 -0.0012 0.2388
N 1.412 0.798 0.319 -0.4109 -0.2380 -0.7828
C 2.265 1.224 1.360 0.7611 0.3640 0.7810
C 2.265 2.549 1.817 -0.1873 -0.3527 -0.0753
C 1.310 3.574 1.281 0.0625 -0.0173 0.0046
C 3.146 2.902 2.830 0.0425 -0.1300 0.0180
C 4.000 1.969 3.389 -0.0190 0.0449 -0.0559
C 3.963 0.653 2.958 -0.0143 0.0891 0.0384
C 3.100 0.261 1.949 -0.2860 0.1364 -0.1672
C 3.044 -1.155 1.470 -0.2075 -0.0443 0.0031
H -4.018 1.417 -1.293 -0.0665 0.0755 0.0594
H -2.478 2.167 -1.736 -0.0191 0.1095 0.0027
H -2.541 1.053 -0.369 -0.1662 0.1164 -0.0786
H -4.618 -0.071 -3.066 -0.1295 0.0804 0.0174
H -4.074 -1.949 -4.556 -0.0576 -0.0506 -0.0347
H -1.798 -2.915 -4.537 -0.0030 -0.0831 -0.0470
H 0.207 -3.235 -3.276 0.0861 -0.0409 0.0163
H 0.810 -2.030 -2.136 0.0087 -0.0742 -0.0520
H 0.961 -1.768 -3.881 0.0917 0.0067 -0.0802
H 0.080 0.784 -3.958 0.0336 -0.0017 -0.0402
H 1.814 0.524 -3.698 0.0712 -0.0227 -0.0556
H 1.127 2.128 -3.467 0.0539 0.0769 -0.0510
H 3.258 1.634 -2.163 -0.0174 0.0161 -0.0926
H 3.463 2.183 -0.491 0.0388 0.0322 -0.0345
H 2.393 3.059 -1.589 -0.0161 0.0764 -0.0863
H 0.539 3.111 0.667 -0.0757 0.1679 -0.0312
H 1.848 4.318 0.693 -0.0942 0.0659 -0.1045
H 0.833 4.095 2.111 -0.0555 0.0412 -0.0688
H 3.149 3.924 3.180 0.0211 0.0888 0.0559
H 4.694 2.261 4.161 0.0386 0.0465 0.1175
H 4.612 -0.076 3.417 0.0809 -0.1253 0.0057
H 3.652 -1.792 2.105 -0.0318 -0.1292 0.0276
H 3.415 -1.240 0.449 -0.0506 -0.0778 -0.0775
H 2.006 -1.526 1.493 0.3579 -0.1278 -0.0076
N -1.809 -2.220 4.334 0.0129 -0.1676 0.1387
C -1.233 -1.428 3.430 -0.4997 0.2246 0.2400
O -0.288 -1.818 2.738 0.4337 0.1745 -0.6992
C -1.800 -0.043 3.235 0.0456 -0.1011 -0.4542
C -0.867 0.765 2.324 -0.3083 0.3984 1.1373
H -1.487 -3.171 4.444 0.0189 0.0928 -0.0334
H -2.600 -1.917 4.875 0.0566 0.0398 -0.0171
H -1.952 0.445 4.203 0.0337 0.0418 -0.0559
H -2.779 -0.161 2.760 0.0501 -0.0105 0.1209
H 0.041 1.021 2.894 0.0413 -0.1818 -0.4961
H -1.365 1.701 2.046 0.1940 -0.2525 -0.4450
C -2.745 -3.333 -0.425 0.0991 0.2345 0.0630
C -1.826 -2.238 0.041 -0.8462 -0.9344 -0.4725
O -0.579 -2.328 -0.107 0.7538 -0.4196 -0.1182
O -2.308 -1.211 0.589 0.3044 0.7176 0.5734
H -2.516 -4.253 0.109 0.0505 -0.0518 0.0389
H -2.586 -3.512 -1.486 0.0544 0.0004 -0.0867
H -3.778 -3.046 -0.252 -0.0012 -0.0251 0.0070
```
Forces are in eV/Å.

The molecule C25H33N3O3. Source: the OMol25 dataset; level of theory: the ωB97M-V functional and the def2-TZVPD basis.

- E_tot: -1362.4670 Eh
- HOMO level: -8.582 eV
- ΔE to the lowest compared entry with this formula, charge and spin: 1.938 eV
- Orbital gap: 9.395 eV
- LUMO level: 0.81 eV
- SMILES: CN(CCc1ccccn1)C(=O)CC[C@@H]1CCCN(C(=O)CCOc2ccccc2)C1

```
64
Properties=species:S:1:pos:R:3:forces:R:3
C -3.219 -2.475 1.144 0.1693 0.0629 0.3323
N -3.330 -1.619 -0.014 0.0215 -0.2223 -0.2529
C -4.061 -2.134 -1.150 -0.1589 0.0167 -0.3062
C -5.577 -2.160 -0.875 0.2585 0.1166 -0.0649
C -6.020 -0.783 -0.476 -0.2255 -0.1140 -0.2535
C -6.413 0.159 -1.420 -0.0627 0.0790 0.1404
C -6.725 1.437 -0.996 0.0167 -0.0708 0.0092
C -6.639 1.733 0.356 0.0282 -0.0139 -0.0438
C -6.247 0.724 1.217 -0.0808 0.3901 0.1104
N -5.944 -0.499 0.819 0.0851 -0.4038 0.2183
C -3.016 -0.302 -0.004 0.2037 -0.1033 0.2552
O -3.183 0.405 -0.984 -0.0505 0.2867 -0.1632
C -2.456 0.253 1.296 0.0133 0.3682 -0.2244
C -1.663 1.537 1.051 0.1270 -0.1878 0.0375
C -0.190 1.255 0.751 -0.2227 0.3017 -0.2556
C 0.582 2.551 0.492 0.1776 -0.2631 0.2633
C 2.042 2.246 0.169 -0.1253 0.0925 -0.2497
C 2.126 1.260 -1.000 0.3900 0.2390 0.1772
N 1.383 0.063 -0.689 -0.2917 0.1829 -0.1940
C 1.862 -1.153 -0.347 0.3945 -0.1427 -0.2267
O 1.126 -2.034 0.068 -0.0505 -0.3462 0.2400
C 3.353 -1.418 -0.485 0.1109 -0.0504 0.2163
C 4.033 -1.200 0.875 -0.3791 0.0660 -0.0851
O 5.396 -1.554 0.858 0.2987 -0.0525 -0.0479
C 6.314 -0.719 0.295 0.2320 -0.0099 -0.0472
C 6.075 0.582 -0.135 -0.3340 -0.1313 0.1336
C 7.108 1.335 -0.670 0.1443 0.0215 -0.0540
C 8.381 0.811 -0.785 0.0611 0.1600 -0.0693
C 8.624 -0.484 -0.353 -0.0338 -0.0217 0.0110
C 7.604 -1.242 0.181 -0.2077 -0.0561 0.0615
C -0.024 0.338 -0.463 -0.2621 -0.2019 0.3197
H -3.819 -2.098 1.975 -0.0271 -0.0829 0.0203
H -3.578 -3.466 0.879 -0.0168 -0.0034 0.0117
H -2.177 -2.569 1.457 -0.0501 -0.0687 0.0303
H -3.855 -1.468 -1.991 -0.0080 -0.1957 0.0589
H -3.700 -3.139 -1.387 0.0054 0.0579 -0.0013
H -6.097 -2.490 -1.775 -0.0198 -0.0702 -0.0060
H -5.789 -2.851 -0.059 -0.0833 -0.0118 -0.0324
H -6.459 -0.106 -2.465 0.0106 -0.0359 -0.1047
H -7.023 2.195 -1.707 -0.0213 0.0422 -0.0471
H -6.867 2.720 0.729 -0.0248 0.0650 0.0516
H -6.167 0.897 2.284 -0.0360 0.1094 0.0561
H -3.320 0.459 1.933 -0.0136 -0.1102 0.0601
H -1.831 -0.480 1.802 -0.0397 -0.0809 0.0933
H -2.115 2.060 0.206 -0.0013 0.0745 0.0623
H -1.723 2.185 1.928 -0.0085 0.0269 0.0065
H 0.256 0.748 1.616 0.0171 -0.0453 -0.0116
H 0.523 3.204 1.366 -0.0592 0.0698 -0.0117
H 0.124 3.076 -0.350 -0.0731 0.0696 -0.0487
H 2.575 3.163 -0.089 0.0703 0.0133 0.0213
H 2.523 1.808 1.047 0.0844 -0.0052 0.0085
H 3.164 1.033 -1.235 -0.0592 -0.0362 -0.0434
H 1.672 1.717 -1.888 0.0931 -0.0229 0.0049
H 3.468 -2.471 -0.750 -0.0739 0.0950 -0.0047
H 3.830 -0.818 -1.258 0.0075 0.0053 0.0166
H 3.577 -1.872 1.607 0.0084 0.1632 -0.0952
H 3.897 -0.169 1.222 0.0253 -0.0724 0.0209
H 5.098 1.030 -0.049 -0.1273 -0.0098 0.0221
H 6.906 2.344 -0.998 -0.0151 0.0702 -0.0216
H 9.178 1.405 -1.206 0.0658 0.0510 -0.0342
H 9.615 -0.905 -0.435 0.0766 -0.0482 0.0002
H 7.775 -2.251 0.523 0.0206 -0.1235 0.0370
H -0.519 -0.619 -0.305 0.0341 0.1099 -0.0978
H -0.449 0.812 -1.352 -0.0085 0.0079 -0.0100
```
Forces are in eV/Å.

An isolated ion of composition C25H33N4O4 and charge +1. Source: the OMol25 dataset; level of theory: the ωB97M-V functional and the def2-TZVPD basis.

- E_tot: -1492.2780 Eh
- Charge: +1
- HOMO level: -10.922 eV
- ΔE to the lowest compared entry with this formula, charge and spin: 0.000 eV
- Orbital gap: 9.069 eV
- LUMO level: -1.85 eV
- SMILES: CCOC(=O)Nc1ccc2c(c1)N(C(=O)CN1CC[NH+](CCO)CC1)c1ccccc1CC2

```
66
Properties=species:S:1:pos:R:3:forces:R:3
C -6.304 -1.820 2.424 0.0648 0.1646 -0.3951
C -6.297 -1.874 0.905 0.0272 -0.5060 0.3059
O -5.953 -0.605 0.338 -0.0167 0.3203 -0.0884
C -4.652 -0.322 0.222 -0.1993 0.1215 -0.1683
O -3.745 -1.068 0.499 0.1833 -0.2554 0.1412
N -4.516 0.943 -0.287 -0.5379 0.1805 -0.0301
C -3.322 1.564 -0.635 0.4866 -0.0199 -0.0574
C -3.314 2.622 -1.543 -0.0268 -0.1217 0.1146
C -2.120 3.212 -1.896 0.0477 -0.1232 0.1637
C -0.887 2.774 -1.407 0.0222 -0.0880 -0.0415
C -0.914 1.715 -0.502 -0.7878 0.1369 -0.3011
C -2.117 1.155 -0.089 0.0276 0.0450 0.0232
N 0.264 1.181 0.091 0.1995 0.3851 0.2943
C 0.604 -0.102 0.064 0.0590 -0.1942 -0.2202
O 1.608 -0.495 0.692 -0.1941 -0.0367 0.0488
C -0.208 -1.057 -0.811 -0.1084 -0.2818 -0.0870
N 0.446 -2.277 -1.193 0.0146 0.2523 0.2145
C 0.522 -3.385 -0.269 -0.1614 -0.1849 -0.0773
C 1.986 -3.799 0.001 -0.4699 -0.4126 0.0749
N 2.834 -2.607 -0.155 -0.2428 0.4902 0.3805
C 4.172 -2.678 0.473 0.7457 0.3211 0.3659
C 4.525 -1.350 1.174 -0.0334 -0.3088 -0.0031
O 4.339 -0.242 0.334 -0.0195 0.2312 -0.2413
C 2.905 -2.224 -1.580 -0.1688 0.2868 -0.7335
C 1.477 -2.279 -2.189 0.1307 -0.1356 -0.0944
C 1.097 2.113 0.794 0.4011 0.2413 0.2308
C 1.159 2.114 2.176 -0.0353 0.0414 -0.0759
C 1.983 3.028 2.811 -0.0580 -0.0516 0.0411
C 2.729 3.923 2.063 0.0328 0.0520 -0.0104
C 2.658 3.912 0.680 -0.0256 -0.0208 0.0446
C 1.844 3.000 0.026 -0.0396 -0.2583 -0.0299
C 1.699 2.948 -1.465 -0.1332 0.1886 -0.0195
C 0.338 3.503 -1.897 0.2204 -0.0146 -0.1017
H -5.305 -1.607 2.797 0.0595 -0.0162 0.0636
H -6.984 -1.046 2.770 -0.0736 0.0302 0.0667
H -6.629 -2.778 2.819 -0.0382 -0.1049 0.0740
H -5.582 -2.623 0.550 -0.1835 0.1041 -0.0107
H -7.291 -2.093 0.513 0.1501 0.0204 -0.0047
H -5.376 1.395 -0.566 0.1060 -0.0967 0.0816
H -4.240 2.980 -1.965 -0.1274 0.0406 -0.0798
H -2.129 4.037 -2.592 -0.0080 0.0970 -0.0931
H -2.113 0.389 0.666 0.0233 -0.0457 0.0367
H -1.130 -1.325 -0.286 -0.0066 0.1665 -0.0721
H -0.507 -0.522 -1.718 -0.0817 0.0027 0.1265
H -0.017 -4.249 -0.680 0.0853 -0.0219 0.1680
H 0.035 -3.102 0.665 0.0320 -0.0371 -0.0095
H 2.081 -4.189 1.014 0.0962 0.0403 -0.0750
H 2.318 -4.568 -0.701 0.0795 0.0718 0.0604
H 2.282 -1.784 0.304 0.3085 -0.4783 -0.2965
H 4.914 -2.898 -0.296 -0.1223 -0.0480 0.0077
H 4.191 -3.479 1.212 -0.0648 -0.0371 -0.0826
H 3.930 -1.250 2.087 0.0448 -0.0153 0.0105
H 5.582 -1.382 1.448 -0.1322 -0.1019 0.0729
H 3.453 0.119 0.492 0.1015 0.0167 0.0756
H 3.337 -1.223 -1.634 0.0072 -0.1645 0.1124
H 3.564 -2.916 -2.108 0.0331 0.0108 0.1527
H 1.373 -3.200 -2.773 0.0695 0.0934 -0.0706
H 1.329 -1.441 -2.869 0.0447 -0.0519 -0.0363
H 0.569 1.411 2.743 -0.0595 -0.0823 0.0561
H 2.038 3.040 3.888 0.0095 0.0056 0.1068
H 3.368 4.636 2.560 0.0682 0.0703 0.0522
H 3.243 4.611 0.102 0.0752 0.0809 -0.0749
H 1.809 1.919 -1.820 0.0672 0.0164 -0.0458
H 2.481 3.547 -1.932 0.0116 -0.0685 -0.0104
H 0.265 4.539 -1.551 0.0355 -0.0020 -0.0659
H 0.302 3.529 -2.989 -0.0154 0.0601 0.0358
```
Forces are in eV/Å.

C25H33NOP2PdSi as an isolated structure at a distorted geometry. Source: the OMol25 dataset; level of theory: the ωB97M-V functional and the def2-TZVPD basis.

- E_tot: -2201.8666 Eh
- Spin multiplicity: 5
- Charge: +2
- HOMO level (spin up / spin down): -13.420 / -14.473 eV
- Orbital gap (spin up / spin down): 7.147 / 5.440 eV
- LUMO level (spin up / spin down): -6.27 / -9.03 eV

```
64
Properties=species:S:1:pos:R:3:forces:R:3
C 4.285 2.830 1.207 -0.4187 0.0522 -0.1132
C 2.892 2.824 1.045 0.1616 -1.0639 -0.4472
C 2.336 2.757 -0.286 0.7546 -0.7163 -0.1910
C 3.228 2.682 -1.414 -0.4267 0.4171 0.2419
C 4.571 2.834 -1.191 0.9430 -0.2529 0.0909
C 5.127 2.871 0.096 -0.2866 -0.1501 -0.2633
C 2.704 2.443 -2.819 -0.0630 1.5778 0.5036
C 1.307 3.024 -2.874 -0.4063 0.6490 0.4765
C 0.483 3.145 -1.696 -0.1289 -0.6455 -0.9763
C -0.874 3.615 -1.811 0.0554 -1.1704 -0.2545
C -1.391 3.905 -3.077 0.1678 0.1016 0.3071
C -0.555 3.896 -4.191 0.5011 -0.5365 0.1067
C 0.787 3.492 -4.053 -0.5348 0.1249 -0.7670
H 4.724 2.765 2.208 -0.2797 0.1772 -0.3503
H 5.216 2.846 -2.068 0.0763 -0.0568 0.2580
H 6.210 2.836 0.221 -0.3324 0.2220 -0.0294
H 3.375 2.877 -3.603 -0.5562 0.2584 0.7972
H -2.459 4.119 -3.203 0.4942 0.1023 0.1601
H -0.959 4.084 -5.183 0.1408 0.2069 0.2332
H 1.444 3.485 -4.917 -0.2371 -0.0344 -0.0906
N 0.970 2.617 -0.509 0.6261 1.1723 -0.1624
Pd -0.083 0.918 0.255 1.3015 -0.7552 -1.0207
C 2.001 2.572 2.248 -0.0366 0.2728 -0.4440
H 1.186 3.309 2.269 0.1627 -0.1630 0.2905
H 2.573 2.587 3.191 -0.2272 0.1532 -0.3596
C -1.824 3.516 -0.624 0.2524 0.1469 -0.2119
H -1.396 4.013 0.256 -0.3591 0.0058 -0.1324
H -2.830 3.892 -0.868 0.4245 0.3585 0.0742
P 1.224 0.923 2.066 0.4004 0.7352 1.9130
P -2.082 1.781 -0.177 -0.6369 0.9866 0.9044
C -3.076 1.009 -1.451 -0.0039 -0.2458 -0.1107
H -3.331 -0.012 -1.134 -0.0521 0.2637 -0.1300
H -3.983 1.617 -1.566 0.0828 -0.2407 -0.0901
H -2.516 0.958 -2.394 -0.1892 0.0874 0.1936
C -2.929 1.703 1.403 -0.3365 0.0169 -0.1736
H -3.899 2.194 1.259 -0.0249 -0.1591 0.5232
H -3.042 0.639 1.665 -0.1752 0.4181 0.0373
H -2.312 2.209 2.161 -0.4318 -0.0897 -0.2939
C 2.575 -0.284 2.177 -0.0014 -0.3566 -0.3840
H 3.167 -0.145 3.097 -0.3230 0.0627 -0.2591
H 2.143 -1.296 2.164 0.1533 0.2698 0.0640
H 3.235 -0.190 1.304 -0.1380 0.0235 0.2400
C 0.173 0.694 3.510 -0.0482 -0.1732 0.1368
H -0.226 -0.326 3.470 0.0572 0.1607 0.1856
H 0.743 0.849 4.433 -0.1988 -0.0759 -0.0758
H -0.668 1.393 3.449 0.2436 -0.1013 0.1681
C -0.318 -0.695 -1.054 1.2712 -1.2559 -3.4924
O -0.111 -0.471 -2.246 -0.7242 -0.1946 2.6394
H 2.753 1.416 -3.132 -0.4263 -0.9321 0.3676
C -2.503 -5.346 -0.823 0.0567 0.5468 -0.2836
Si -1.421 -4.704 0.573 -0.5673 -1.8560 0.3506
C -2.404 -4.703 2.165 0.0929 0.4849 0.0442
C 0.079 -5.813 0.741 0.4192 0.3983 -0.0505
C -0.866 -2.973 0.145 0.2769 0.8958 -0.5184
C -0.533 -1.935 -0.416 -0.5009 -0.2909 0.2246
H -2.794 -6.392 -0.655 0.1593 0.2693 0.1321
H -1.978 -5.297 -1.786 -0.1162 -0.0526 0.1903
H -3.422 -4.752 -0.919 0.1527 -0.1623 0.0084
H -2.774 -5.713 2.391 0.1389 0.2111 -0.1441
H -1.791 -4.369 3.011 -0.1380 -0.0994 -0.0896
H -3.270 -4.033 2.092 0.0946 -0.1608 0.0610
H 0.721 -5.745 -0.149 -0.1341 -0.0716 0.1896
H 0.690 -5.534 1.611 -0.1176 -0.1094 -0.1776
H -0.217 -6.865 0.859 -0.0838 0.3434 -0.0266
```
Forces are in eV/Å.

> Which formula does entry 1 have?

C25H33MnN3O3

> Which value of E_tot does entry 2 give?

-1362.4670 Eh

> Which value of E_tot does entry 2 give?

-1362.4670 Eh

> The highest E_tot belongs to which entry?

C25H33N3O3